# 1
Entry from OMol25: a 7-piece molecular cluster, C24H41FO6 overall in a non-equilibrium geometry (wB97M-V/def2-TZVPD).

Positions of all 72 atoms, in Å:
C 2.95884 3.13856 1.99712
C 2.27197 2.46057 3.16595
O 2.67782 1.38482 3.56561
C 1.03224 3.09948 3.72637
H 3.58281 3.98489 2.28680
H 2.19257 3.47253 1.29324
H 3.59515 2.48048 1.40997
H 0.85669 2.75414 4.74255
H 0.19877 2.86508 3.06098
H 1.09295 4.18927 3.71801
C 1.69096 -2.94694 -3.95471
C 0.79722 -2.97997 -2.73681
O 1.19745 -2.58817 -1.67734
C -0.66777 -3.33246 -2.98063
H 1.59421 -3.86970 -4.53030
H 2.68741 -2.94715 -3.51032
H 1.53818 -2.10455 -4.62655
H -1.29429 -2.93594 -2.18551
H -0.84883 -4.39915 -3.11367
H -0.94466 -2.83411 -3.91147
C 1.87813 0.82664 -2.12175
C 1.52215 0.94017 -0.64476
O 0.66895 1.70811 -0.26166
C 2.31330 0.07931 0.29076
H 2.64896 1.58137 -2.29275
H 1.05058 0.96328 -2.81952
H 2.26464 -0.13425 -2.46482
H 2.68980 -0.81632 -0.20364
H 1.77559 -0.26486 1.17318
H 3.18813 0.61816 0.65786
C 4.87131 -4.32839 4.06243
C 4.18723 -3.37925 3.08258
O 3.67822 -3.73682 2.03250
C 4.19494 -1.89671 3.47685
H 4.14168 -4.30417 4.87607
H 5.79797 -3.92322 4.46242
H 4.97329 -5.26352 3.51879
H 5.25144 -1.62875 3.55277
H 3.68692 -1.78756 4.43599
H 3.75413 -1.18192 2.78570
C -4.51610 2.97509 0.72005
C -3.38354 3.98987 0.68766
O -3.62256 5.16273 0.52766
C -2.01818 3.49254 1.09960
H -4.45028 2.16882 -0.01124
H -5.46613 3.46560 0.51500
H -4.55353 2.45355 1.67788
H -1.52569 2.84315 0.37217
H -2.18822 2.77321 1.90494
H -1.37905 4.31253 1.41632
C -1.37698 -0.05243 1.92418
C -1.01236 -1.24285 1.13274
O -0.06161 -1.92681 1.44921
C -1.94634 -1.63183 -0.00720
H -1.70847 0.69771 1.20527
H -0.47891 0.29059 2.43773
H -2.14538 -0.29977 2.65676
H -1.84390 -0.98717 -0.88137
H -3.00917 -1.67568 0.23767
H -1.68634 -2.65957 -0.25752
F -5.40801 1.30252 -1.90796
C -4.45821 0.74521 -2.71270
C -4.82001 -0.23064 -3.60181
C -3.82918 -0.84443 -4.37334
C -2.53024 -0.36329 -4.31212
C -2.23339 0.75973 -3.50414
C -3.19539 1.25957 -2.63682
H -5.86087 -0.51932 -3.65521
H -4.03607 -1.69976 -5.00065
H -1.74967 -0.81382 -4.90860
H -1.25050 1.20527 -3.56472
H -3.00281 2.08672 -1.96772

As for the net charge: 0. For the highest occupied orbital energy, the calculation gives -9.07 eV. As for the structure (SMILES): Fc1ccccc1.CC(C)=O.CC(C)=O.CC(C)=O.CC(C)=O.CC(C)=O.CC(C)=O. For the electronic energy, the calculation gives -1490.34378 Eh. The calculation puts the energy above the lowest of the compared OMol25 structures with the same formula, charge and spin at 19.8 kcal/mol. The value obtained for the largest force on an atom is 1.8 eV/Å.

=====

# 2
Entry from OMol25: C20H22N2O2PtS3 as an isolated structure (wB97M-V/def2-TZVPD).

Positions of all 50 atoms, in Å:
Pt 0.28729 -0.92242 -0.38445
O -1.04908 -2.51548 -0.06232
C -1.49444 -2.95119 1.09735
C -2.33880 -4.08184 1.07324
C -2.87216 -4.61544 2.22049
C -2.58677 -4.05295 3.47033
C -1.75887 -2.95883 3.51904
C -1.20020 -2.38276 2.36230
C -0.30393 -1.26369 2.59334
N 0.29489 -0.58229 1.69535
N 1.09613 0.48435 2.11812
C 1.97081 0.79466 1.20146
O 2.20999 0.13772 0.11338
C 2.75957 2.04889 1.41470
C 3.87190 2.29532 0.61635
C 4.56065 3.49609 0.72346
C 4.13980 4.45940 1.62931
C 3.03741 4.21142 2.43769
C 2.34884 3.01242 2.33175
H -2.54947 -4.51226 0.10225
H -3.51977 -5.48149 2.15399
H -2.99893 -4.47514 4.37621
H -1.51397 -2.51172 4.47638
H -0.10919 -0.97774 3.62697
H 4.19135 1.53159 -0.08020
H 5.42417 3.68174 0.09727
H 4.66789 5.40167 1.70525
H 2.71023 4.95900 3.14921
H 1.48543 2.80600 2.94974
C -1.71847 -1.52061 -3.52979
C -0.31936 -1.12411 -4.00106
S 0.93628 -0.83017 -2.71899
C 1.23306 0.94151 -2.78246
C 0.03040 1.79163 -2.42580
S -0.50807 1.50844 -0.71335
C -2.31049 1.33591 -0.89055
C -2.83787 -0.00065 -1.39266
S -2.84926 -0.14224 -3.20115
H -1.67984 -2.16931 -2.65317
H -2.19228 -2.08297 -4.33518
H -0.35946 -0.23263 -4.62812
H 0.10102 -1.93305 -4.59991
H 1.61225 1.20292 -3.77178
H 2.03606 1.07494 -2.05421
H -0.81713 1.58806 -3.07725
H 0.30102 2.84419 -2.51824
H -2.63905 2.16464 -1.51908
H -2.68478 1.51849 0.11819
H -3.85525 -0.14815 -1.03030
H -2.23956 -0.82187 -1.00314

As for the net charge: 0. For the highest occupied orbital energy (alpha / beta), the calculation gives -6.80 / -7.56 eV. For the electronic energy, the calculation gives -2349.13619 Eh. The calculation puts the energy above the lowest of the compared OMol25 structures with the same formula, charge and spin at 0.0 kcal/mol. The multiplicity is 3. The value obtained for the largest force on an atom is 0.8 eV/Å.

=====

# 3
Entry from OMol25: a 2-piece molecular cluster, C4H11N3O2 overall in a non-equilibrium geometry (wB97M-V/def2-TZVPD).

Positions of all 20 atoms, in Å:
C 1.34284 2.17097 -0.52946
C -0.85919 1.27120 -0.89729
N -0.71785 0.00151 -1.01425
N -0.07282 1.99653 -0.02232
N -1.77420 1.88388 -1.78066
H -0.01884 -0.42932 -0.41250
H -0.54578 -1.99637 3.36563
H -0.41794 2.89026 0.25931
H -2.55235 2.21392 -1.21436
H -2.09499 1.25988 -2.49462
H 1.36769 2.13398 -1.62309
H 1.86211 1.27389 -0.20733
H 1.66515 3.14771 -0.19603
C 0.40477 -2.72875 0.33169
C 0.52059 -2.16364 1.72356
O -0.61742 -2.12193 2.40418
O 1.57907 -1.80298 2.20569
H -0.37601 -2.27990 -0.27527
H -0.05105 -3.71910 0.47706
H 1.35622 -3.00175 -0.09994

As for the net charge: 0. For the highest occupied orbital energy, the calculation gives -9.29 eV. As for the structure (SMILES): [H]/N=C(/N)NC.CC(=O)O. For the electronic energy, the calculation gives -473.74315 Eh. The calculation puts the energy above the lowest of the compared OMol25 structures with the same formula, charge and spin at 37.4 kcal/mol. The value obtained for the largest force on an atom is 2.7 eV/Å.

=====

Among the records above, which one has the highest energy above the lowest of the compared OMol25 structures with the same formula, charge and spin? C4H11N3O2

=====

The highest electronic energy belongs to which entry? C4H11N3O2